No. 1
# C3H6N2O2

C3H6N2O2 in the gas phase at a distorted geometry (ωB97M-V with the def2-TZVPD basis set, OMol25).

- frontier orbital gap (eV) = 10.25
- max |F| (eV Å⁻¹) = 1.49
- SMILES = NC(=O)CNC=O
- HOMO (eV) = -9.7389
- energy above the lowest of the compared OMol25 structures with the same formula, charge and spin (kJ/mol) = 102.1

Element x y z (Å)
C  0.065  -0.117  2.009
N  0.215  0.610  0.869
C  -0.655  0.442  -0.257
C  -0.205  -0.294  -1.526
N  0.932  0.132  -2.152
O  -0.891  -1.213  -1.915
O  0.559  0.190  3.069
H  -0.542  -1.030  1.942
H  0.838  1.382  0.942
H  -1.035  1.379  -0.567
H  -1.563  -0.069  0.025
H  1.151  -0.438  -2.955
H  1.054  1.114  -2.339



No. 2
# C19H30N2O7S

C19H30N2O7S in the gas phase (ωB97M-V with the def2-TZVPD basis set, OMol25).

- frontier orbital gap (eV) = 9.99
- max |F| (eV Å⁻¹) = 0.89
- SMILES = Cc1ccc(S(=O)(=O)NCC(=O)N2CCOCCOCCOCCOCC2)cc1
- HOMO (eV) = -9.2785
- energy above the lowest of the compared OMol25 structures with the same formula, charge and spin (kJ/mol) = 0.0

Element x y z (Å)
C  0.823  3.186  3.045
C  1.615  2.138  2.325
C  1.032  0.927  1.972
C  1.748  -0.026  1.267
C  3.055  0.239  0.919
C  3.664  1.427  1.274
C  2.942  2.373  1.976
H  3.406  3.309  2.250
H  4.695  1.589  1.001
S  3.990  -0.934  -0.051
O  5.330  -0.970  0.449
O  3.258  -2.170  -0.145
N  4.084  -0.318  -1.613
H  4.366  0.653  -1.583
C  2.888  -0.516  -2.400
H  3.110  -0.272  -3.444
C  1.772  0.400  -1.889
O  2.067  1.510  -1.473
N  0.507  -0.059  -1.886
C  0.094  -1.352  -2.388
H  0.655  -1.609  -3.289
H  -0.963  -1.273  -2.652
C  0.242  -2.480  -1.357
H  1.280  -2.580  -1.011
H  -0.064  -3.430  -1.823
O  -0.596  -2.184  -0.262
C  -0.595  -3.176  0.743
H  -1.073  -4.095  0.375
C  -1.351  -2.645  1.966
H  -1.092  -3.249  2.838
O  -2.754  -2.741  1.877
C  -3.365  -1.998  0.844
C  -3.440  -0.488  1.118
O  -3.398  0.176  -0.125
C  -3.464  1.580  -0.014
C  -3.370  2.207  -1.413
O  -2.081  2.619  -1.793
C  -1.229  1.642  -2.342
C  -0.523  0.772  -1.287
H  -0.039  1.435  -0.566
H  -1.236  0.122  -0.780
H  -1.785  1.009  -3.048
H  -0.468  2.206  -2.890
H  -3.970  3.121  -1.431
H  -3.783  1.491  -2.136
H  -2.642  1.961  0.610
H  -4.417  1.866  0.457
H  -4.358  -0.226  1.662
H  -2.585  -0.175  1.737
H  -2.835  -2.129  -0.104
H  -4.370  -2.414  0.750
H  -1.030  -1.611  2.141
H  0.439  -3.412  1.032
H  2.649  -1.571  -2.312
H  1.302  -0.962  0.978
H  0.005  0.732  2.244
H  0.013  2.740  3.617
H  0.390  3.877  2.322
H  1.458  3.759  3.716



No. 3
# C5H5F

C5H5F in the gas phase at a distorted geometry (ωB97M-V with the def2-TZVPD basis set, OMol25).

- frontier orbital gap (eV) = 10.42
- max |F| (eV Å⁻¹) = 4.52
- SMILES = C#C[C@@H]1C[C@@H]1F
- HOMO (eV) = -9.4702
- energy above the lowest of the compared OMol25 structures with the same formula, charge and spin (kJ/mol) = 330.3

Element x y z (Å)
C  1.558  -0.313  0.857
C  2.627  -0.103  1.375
C  -0.565  0.862  -0.053
C  0.260  -0.440  0.280
C  -0.982  -0.095  0.969
F  -0.563  0.325  2.136
H  3.357  -0.808  1.637
H  -0.112  1.833  0.145
H  -0.922  0.804  -1.153
H  -0.018  -1.235  -0.538
H  -1.843  -0.598  0.943



No. 4
# C35H70N5O20P5

10 unconnected molecules or ions with the total composition C35H70N5O20P5 at a distorted geometry (ωB97M-V with the def2-TZVPD basis set, OMol25).

- frontier orbital gap (eV) = 8.17
- max |F| (eV Å⁻¹) = 4.07
- SMILES = COP(=O)(OC)OC.COP(=O)(OC)OC.COP(=O)(OC)OC.COP(=O)(OC)OC.COP(=O)(OC)OC.c1cc[nH]c1.c1cc[nH]c1.c1cc[nH]c1.c1cc[nH]c1.c1cc[nH]c1
- HOMO (eV) = -7.8882
- energy above the lowest of the compared OMol25 structures with the same formula, charge and spin (kJ/mol) = 355.3

Element x y z (Å)
C  -2.599  6.584  4.642
O  -1.488  6.281  3.809
P  -0.228  5.450  4.362
O  -0.091  5.459  5.804
O  -0.521  3.962  3.709
C  0.295  2.910  4.193
O  1.002  6.190  3.480
C  0.786  6.610  2.141
H  -3.551  6.294  4.198
H  -2.598  7.606  5.021
H  -2.616  6.013  5.570
H  1.133  3.283  4.784
H  0.791  2.330  3.415
H  -0.416  2.417  4.856
H  -0.069  6.135  1.658
H  1.725  6.446  1.612
H  0.505  7.663  2.122
C  3.546  -5.536  -2.502
O  3.808  -4.384  -3.213
P  2.981  -2.950  -3.010
O  1.789  -2.981  -2.161
O  2.655  -2.326  -4.464
C  2.241  -0.991  -4.516
O  4.127  -2.016  -2.428
C  5.053  -2.542  -1.505
H  3.470  -6.450  -3.090
H  2.562  -5.487  -2.037
H  4.228  -5.729  -1.673
H  3.104  -0.327  -4.563
H  1.570  -0.685  -3.713
H  1.848  -0.856  -5.523
H  5.421  -1.658  -0.983
H  5.940  -2.887  -2.037
H  4.694  -3.365  -0.887
C  0.728  -4.937  2.072
O  -0.021  -3.707  2.244
P  -0.896  -3.701  3.601
O  -0.016  -3.935  4.788
O  -2.084  -4.824  3.270
C  -3.097  -4.470  2.361
O  -1.740  -2.297  3.642
C  -1.988  -1.725  4.917
H  1.772  -4.628  2.109
H  0.520  -5.391  1.103
H  0.621  -5.627  2.909
H  -2.938  -3.552  1.795
H  -4.069  -4.393  2.849
H  -3.011  -5.257  1.611
H  -1.409  -0.807  5.015
H  -1.741  -2.350  5.776
H  -3.069  -1.588  4.888
C  -4.406  -0.902  2.074
O  -4.027  0.403  1.755
P  -5.199  1.401  1.258
O  -5.832  2.155  2.392
O  -4.314  2.259  0.221
C  -5.059  2.998  -0.788
O  -6.179  0.392  0.367
C  -7.509  0.072  0.755
H  -4.672  -1.554  1.242
H  -5.230  -1.053  2.772
H  -3.494  -1.323  2.497
H  -4.330  3.145  -1.585
H  -5.287  4.051  -0.620
H  -5.901  2.441  -1.199
H  -7.782  0.590  1.675
H  -7.738  -0.990  0.844
H  -8.170  0.471  -0.014
C  3.116  -1.161  4.047
O  3.687  -0.734  2.749
P  4.627  0.558  2.577
O  4.854  1.302  3.799
O  5.948  -0.161  1.923
C  6.306  -1.438  2.542
O  4.046  1.328  1.275
C  3.704  0.759  0.021
H  3.195  -2.248  4.070
H  2.061  -0.891  4.008
H  3.616  -0.828  4.956
H  5.594  -2.252  2.405
H  6.688  -1.433  3.563
H  7.055  -1.836  1.857
H  2.733  1.216  -0.167
H  3.557  -0.316  -0.083
H  4.435  1.054  -0.732
N  -0.410  0.860  -0.847
C  0.555  -0.079  -0.533
C  0.448  -0.387  0.854
C  -0.668  0.390  1.270
C  -1.234  0.990  0.187
H  -0.617  1.180  -1.783
H  1.190  -0.441  -1.327
H  1.021  -1.098  1.431
H  -1.068  0.383  2.274
H  -2.071  1.672  0.176
N  5.120  5.099  -1.720
C  4.620  5.574  -2.889
C  3.374  4.914  -3.160
C  3.286  3.976  -2.104
C  4.335  4.001  -1.271
H  5.973  5.429  -1.290
H  5.198  6.418  -3.238
H  2.655  5.294  -3.871
H  2.401  3.356  -2.104
H  4.657  3.589  -0.326
N  -0.265  4.307  -4.346
C  -0.132  5.322  -3.395
C  -0.518  4.775  -2.211
C  -1.228  3.651  -2.476
C  -1.000  3.328  -3.761
H  0.194  4.292  -5.245
H  0.361  6.236  -3.691
H  -0.380  5.199  -1.227
H  -1.795  2.993  -1.834
H  -1.317  2.545  -4.434
N  -2.003  -2.201  -0.664
C  -1.710  -3.545  -0.707
C  -2.820  -4.306  -1.008
C  -3.827  -3.356  -1.251
C  -3.337  -2.080  -1.017
H  -1.254  -1.527  -0.598
H  -0.790  -4.002  -0.375
H  -2.685  -5.347  -1.263
H  -4.780  -3.701  -1.624
H  -3.786  -1.118  -1.215
N  -0.255  -4.885  -6.305
C  -0.895  -4.278  -5.277
C  -2.307  -4.324  -5.474
C  -2.553  -4.958  -6.723
C  -1.270  -5.236  -7.214
H  0.720  -5.144  -6.261
H  -0.357  -3.790  -4.478
H  -3.012  -3.833  -4.819
H  -3.506  -5.087  -7.215
H  -1.009  -5.801  -8.097



No. 5
# C3H3Cl3O

2 unconnected molecules or ions with the total composition C3H3Cl3O at a distorted geometry (ωB97M-V with the def2-TZVPD basis set, OMol25).

- frontier orbital gap (spin up / spin down) (eV) = 8.18 / 6.38
- max |F| (eV Å⁻¹) = 3.79
- HOMO (spin up / spin down) (eV) = -8.0119 / -7.0826
- energy above the lowest of the compared OMol25 structures with the same formula, charge and spin (kJ/mol) = 328.6

Element x y z (Å)
C  1.084  0.541  -0.313
C  0.953  0.743  1.130
C  -1.277  -0.858  -0.955
O  1.534  0.635  -1.395
Cl  -1.312  -1.832  -2.459
Cl  -1.137  -1.996  0.362
Cl  -2.573  0.291  -0.841
H  -0.069  1.120  1.212
H  1.617  1.518  1.478
H  1.179  -0.161  1.780



No. 6
# C25H31O3PS3Sb2TeW

A molecular structure, C25H31O3PS3Sb2TeW at a distorted geometry (ωB97M-V with the def2-TZVPD basis set, OMol25).

- frontier orbital gap (spin up / spin down) (eV) = 5.59 / 5.93
- max |F| (eV Å⁻¹) = 1.59
- 2S+1 = 2
- charge = +1
- HOMO (spin up / spin down) (eV) = -10.3603 / -10.8040
- <S²> = 0.80
- energy above the lowest of the compared OMol25 structures with the same formula, charge and spin (kJ/mol) = 15.5

Element x y z (Å)
W  1.473  -1.263  -0.842
S  3.991  -1.375  -0.619
Sb  3.209  0.292  0.838
S  2.032  1.053  -1.165
S  1.517  -1.714  1.370
C  0.756  -0.348  4.199
C  1.051  1.002  3.580
C  1.629  1.925  4.457
C  1.859  3.251  4.132
C  1.441  3.713  2.896
C  0.863  2.822  2.012
C  0.680  1.460  2.292
Sb  -0.376  0.495  0.757
C  -1.477  2.070  -0.213
C  -2.834  1.713  -0.206
C  -3.810  2.472  -0.821
C  -3.438  3.630  -1.487
C  -2.103  3.986  -1.515
C  -1.096  3.230  -0.903
C  0.291  3.807  -1.081
C  -1.821  -0.468  1.975
C  -1.950  -1.852  1.859
C  -2.825  -2.563  2.659
C  -3.603  -1.878  3.586
C  -3.487  -0.505  3.693
C  -2.602  0.231  2.899
C  -2.557  1.721  3.137
H  0.719  -0.231  5.280
H  1.525  -1.094  4.000
H  -0.201  -0.760  3.876
H  1.891  1.580  5.449
H  2.318  3.917  4.850
H  1.552  4.753  2.620
H  0.502  3.225  1.079
H  -3.158  0.806  0.296
H  -4.845  2.160  -0.780
H  -4.177  4.248  -1.980
H  -1.811  4.890  -2.036
H  0.263  4.878  -0.874
H  0.617  3.682  -2.116
H  1.055  3.367  -0.455
H  -1.357  -2.390  1.129
H  -2.902  -3.637  2.557
H  -4.300  -2.411  4.219
H  -4.100  0.030  4.409
H  -3.571  2.126  3.145
H  -1.996  2.283  2.396
H  -2.113  1.929  4.114
C  2.153  -5.808  -4.896
C  3.003  -5.284  -3.759
O  2.767  -3.881  -3.478
P  1.338  -3.304  -3.030
O  1.394  -3.235  -1.424
Te  -1.121  -1.077  -1.625
O  1.803  -1.680  -3.045
C  2.338  -0.981  -4.197
C  1.441  -1.143  -5.401
H  2.391  -6.859  -5.065
H  2.356  -5.261  -5.817
H  1.087  -5.743  -4.679
H  4.059  -5.328  -4.009
H  2.851  -5.845  -2.837
H  3.340  -1.369  -4.365
H  2.412  0.061  -3.895
H  1.410  -2.175  -5.751
H  1.828  -0.531  -6.217
H  0.426  -0.814  -5.179